# 1
This record from the Open Molecules 2025 dataset describes a cluster of 5 separate species, C20H30O15 in total at a distorted geometry. The level of theory is ωB97M-V/def2-TZVPD.

Last column: Löwdin charge in e.
Geometry (Å):
C (-1.664, 6.565, 1.892)  -0.02
C (-2.217, 5.395, 1.105)  -0.30
C (-1.439, 4.081, 1.266)  -0.09
O (-2.477, 3.098, 1.296)  0.02
C (-3.667, 3.695, 1.570)  -0.56
O (-4.673, 3.080, 1.673)  0.18
O (-3.502, 5.030, 1.676)  0.08
H (-1.872, 6.418, 2.949)  0.09
H (-2.104, 7.497, 1.542)  0.08
H (-0.587, 6.627, 1.724)  0.09
H (-2.382, 5.636, 0.053)  0.15
H (-0.930, 4.081, 2.231)  0.14
H (-0.801, 3.833, 0.427)  0.11
C (6.021, -7.383, -0.052)  -0.02
C (5.629, -6.357, 0.978)  -0.32
C (6.797, -5.780, 1.795)  -0.08
O (6.968, -4.467, 1.239)  0.06
C (5.846, -4.110, 0.574)  -0.56
O (5.602, -3.007, 0.208)  0.16
O (5.046, -5.188, 0.383)  0.07
H (6.696, -8.117, 0.385)  0.09
H (6.586, -6.900, -0.855)  0.10
H (5.149, -7.844, -0.510)  0.09
H (4.874, -6.729, 1.671)  0.15
H (7.731, -6.319, 1.658)  0.13
H (6.577, -5.676, 2.856)  0.13
C (-3.703, -0.336, -1.364)  -0.02
C (-3.990, -0.934, -0.015)  -0.30
C (-3.485, -0.118, 1.208)  -0.07
O (-4.664, 0.161, 1.956)  0.06
C (-5.730, -0.452, 1.403)  -0.57
O (-6.822, -0.441, 1.858)  0.17
O (-5.393, -1.047, 0.239)  0.09
H (-2.620, -0.262, -1.490)  0.09
H (-4.116, 0.670, -1.459)  0.08
H (-4.116, -0.950, -2.165)  0.09
H (-3.558, -1.934, 0.042)  0.14
H (-2.923, 0.803, 1.075)  0.11
H (-2.869, -0.827, 1.772)  0.12
C (-2.288, 3.120, -2.385)  -0.01
C (-1.449, 2.331, -3.373)  -0.30
C (-0.878, 3.212, -4.486)  -0.08
O (0.534, 2.937, -4.475)  0.06
C (0.833, 2.162, -3.406)  -0.56
O (1.932, 1.866, -3.071)  0.17
O (-0.289, 1.758, -2.772)  0.07
H (-2.894, 2.434, -1.784)  0.06
H (-2.980, 3.800, -2.880)  0.09
H (-1.697, 3.662, -1.647)  0.08
H (-2.044, 1.499, -3.751)  0.15
H (-0.951, 4.284, -4.310)  0.13
H (-1.288, 2.953, -5.461)  0.13
C (2.518, -2.279, 0.403)  -0.03
C (1.092, -1.800, 0.527)  -0.31
C (0.757, -1.343, 1.941)  -0.08
O (-0.021, -0.156, 1.740)  0.06
C (0.190, 0.289, 0.480)  -0.56
O (-0.191, 1.339, 0.070)  0.16
O (0.872, -0.610, -0.243)  0.10
H (2.825, -2.403, -0.640)  0.09
H (2.657, -3.272, 0.830)  0.09
H (3.232, -1.551, 0.787)  0.09
H (0.443, -2.591, 0.144)  0.15
H (1.655, -1.030, 2.474)  0.13
H (0.211, -2.101, 2.496)  0.14

Output
Frontier orbital gap   10.74 eV
ΔE to the lowest compared entry with this formula, charge and spin   54.13 kJ/mol
Energy   -1908.766735 hartree
HOMO energy   -10.41 eV

---

# 2
This record from the Open Molecules 2025 dataset describes a cluster of 2 separate species, C8H13NO in total at a distorted geometry. The level of theory is ωB97M-V/def2-TZVPD.

Last column: Löwdin charge in e.
Geometry (Å):
C (-1.718, -1.449, 2.664)  -0.08
C (-1.719, -1.850, 1.219)  -0.13
C (-1.103, -1.228, 0.207)  -0.15
C (-1.024, -1.954, -0.978)  -0.24
N (-0.609, -2.708, -1.759)  0.17
H (-2.430, -2.252, 2.915)  0.07
H (-2.159, -0.491, 2.791)  0.05
H (-0.631, -1.493, 3.243)  0.15
H (-2.100, -2.833, 1.112)  0.10
H (-0.572, -0.345, 0.453)  0.06
C (-0.342, 1.710, -1.341)  -0.05
C (0.976, 1.292, -0.564)  -0.34
C (2.266, 1.906, -1.260)  -0.05
C (1.157, -0.204, -0.182)  -0.29
O (1.448, -0.461, 0.971)  0.03
H (-0.174, 1.085, -2.223)  0.08
H (-0.379, 2.699, -1.654)  0.05
H (-1.158, 1.290, -0.762)  0.06
H (0.834, 1.925, 0.302)  0.12
H (2.418, 1.579, -2.316)  0.09
H (3.169, 1.673, -0.674)  0.08
H (2.197, 2.949, -1.152)  0.05
H (1.653, -0.841, -1.012)  0.16

Output
Frontier orbital gap   10.06 eV
ΔE to the lowest compared entry with this formula, charge and spin   408.74 kJ/mol
Energy   -442.473562 hartree
HOMO energy   -9.81 eV

---

# 3
This record from the Open Molecules 2025 dataset describes a cluster of 2 separate species, F2N2O in total at a distorted geometry. The level of theory is ωB97M-V/def2-TZVPD.

Last column: Löwdin charge in e.
Geometry (Å):
N (0.124, -0.003, -0.192)  -0.01
N (0.425, -0.420, -1.246)  0.16
O (-0.272, 0.211, 0.874)  0.24
F (-0.925, -0.403, 2.729)  -0.39
F (0.648, 0.615, -2.166)  0.00

Output
Frontier orbital gap (alpha / beta)   6.18 / 6.16 eV
ΔE to the lowest compared entry with this formula, charge and spin   286.16 kJ/mol
Energy   -384.129067 hartree
HOMO energy (alpha / beta)   -10.52 / -10.49 eV